# 1
Entry from the OMol25 dataset: a molecular structure, C21H20N5S12V in a non-equilibrium geometry (the ωB97M-V functional and the def2-TZVPD basis).

Output
HOMO energy (alpha / beta)	-4.569 / -4.938	eV
Kohn-Sham gap (alpha / beta)	6.599 / 6.826	eV
relative energy (zero: lowest compared OMol25 entry of this formula, charge and spin)	8.6	kcal per mole
total charge	-1
energy	-185268.0861	eV
2S+1	4

```
59
C21H20N5S12V the ωB97M-V functional and the def2-TZVPD basis
V 0.035 0.522 -0.236
S 0.883 2.574 -1.365
C -0.827 2.827 -1.217
C -1.503 4.018 -1.525
C -2.858 4.096 -1.309
C -3.546 2.999 -0.784
C -2.826 1.858 -0.515
N -1.514 1.765 -0.742
H -0.936 4.851 -1.917
H -3.390 5.012 -1.536
H -4.608 3.035 -0.588
H -3.297 0.972 -0.105
N 1.975 -0.331 0.509
N 2.451 -1.498 -0.136
C 2.145 -2.705 0.375
N 2.210 -3.715 -0.530
S 1.754 -2.967 1.980
H 2.708 0.371 0.482
H 1.806 -0.561 1.490
H 2.375 -1.386 -1.147
H 2.075 -3.504 -1.508
H 1.894 -4.610 -0.201
C 2.495 0.015 4.198
S 1.327 0.969 5.204
C -0.211 0.465 4.536
C -0.676 0.731 3.290
S 0.121 1.632 2.043
S -2.296 0.120 3.011
C -2.582 -0.645 4.528
S -3.974 -1.467 4.883
S -1.250 -0.468 5.592
H 2.793 0.592 3.324
H 2.035 -0.919 3.884
H 3.364 -0.203 4.817
C -2.619 -1.956 -3.887
S -2.717 -0.242 -3.315
C -1.265 0.404 -4.061
C 0.007 0.109 -3.716
S 0.521 -0.925 -2.424
S 1.225 0.874 -4.706
C 0.189 1.756 -5.766
S 0.729 2.728 -6.986
S -1.475 1.503 -5.405
H -3.494 -2.471 -3.489
H -1.713 -2.419 -3.501
H -2.640 -2.001 -4.974
N -1.002 -1.068 0.234
C -1.667 -1.974 0.473
C -2.519 -3.077 0.773
C -2.132 -3.997 1.745
C -2.982 -5.044 2.056
C -4.202 -5.168 1.405
C -4.584 -4.246 0.440
C -3.745 -3.193 0.118
H -1.183 -3.872 2.251
H -2.696 -5.756 2.818
H -4.866 -5.986 1.659
H -5.539 -4.341 -0.058
H -4.026 -2.459 -0.626
```

Mulliken atomic charge list, values in e, 4 entries:
1 V 0.41
2 S -0.48
3 C 0.57
4 C -0.88

# 2
Entry from the OMol25 dataset: a single C21H20N6O molecule in a non-equilibrium geometry (the ωB97M-V functional and the def2-TZVPD basis).

Output
HOMO energy	-7.862	eV
Kohn-Sham gap	7.927	eV
relative energy (zero: lowest compared OMol25 entry of this formula, charge and spin)	0.0	kcal per mole
total charge	0
energy	-33088.4677	eV
SMILES	C/C(=N\NC(=O)c1cccc(N/N=C(\C)c2ccncc2)c1)c1ccncc1

```
48
C21H20N6O the ωB97M-V functional and the def2-TZVPD basis
C -6.166 -1.461 0.491
C -4.985 -0.559 0.255
N -3.791 -0.942 0.012
N -3.436 -2.223 -0.090
C -2.143 -2.645 -0.279
O -1.907 -3.837 -0.228
C -1.102 -1.616 -0.516
C 0.169 -1.895 -0.028
C 1.212 -0.994 -0.221
C 0.974 0.189 -0.923
C -0.285 0.447 -1.426
C -1.328 -0.444 -1.231
H -2.302 -0.234 -1.642
H -0.460 1.356 -1.982
H 1.791 0.877 -1.072
N 2.462 -1.289 0.280
N 3.476 -0.450 0.130
C 4.657 -0.701 0.559
C 5.664 0.320 0.273
C 7.031 0.036 0.237
C 7.918 1.059 -0.051
N 7.551 2.305 -0.296
C 6.255 2.577 -0.272
C 5.281 1.637 0.002
H 4.236 1.900 0.020
H 5.993 3.607 -0.480
H 8.984 0.872 -0.087
H 7.403 -0.962 0.407
C 5.050 -1.951 1.306
H 4.272 -2.229 2.018
H 5.968 -1.792 1.863
H 5.197 -2.784 0.616
H 2.574 -2.186 0.749
H 0.332 -2.821 0.503
H -4.110 -2.978 0.058
C -5.176 0.896 0.278
C -4.079 1.748 0.438
C -4.290 3.114 0.442
N -5.483 3.672 0.302
C -6.520 2.870 0.142
C -6.430 1.488 0.122
H -7.318 0.896 -0.032
H -7.477 3.363 0.023
H -3.466 3.804 0.567
H -3.093 1.330 0.556
H -6.654 -1.705 -0.454
H -5.857 -2.392 0.965
H -6.889 -0.977 1.141
```

Mulliken atomic charge list, values in e, 4 entries:
1 C -1.78
2 C 0.79
3 N -0.10
4 N -0.32

# 3
Entry from the OMol25 dataset: a molecular structure, C21H21AuN5O3S2 (the ωB97M-V functional and the def2-TZVPD basis).

Output
HOMO energy (alpha / beta)	-4.225 / -4.323	eV
Kohn-Sham gap (alpha / beta)	6.944 / 6.182	eV
relative energy (zero: lowest compared OMol25 entry of this formula, charge and spin)	0.7	kcal per mole
total charge	-1
energy	-61073.5792	eV
2S+1	3

```
53
C21H21AuN5O3S2 the ωB97M-V functional and the def2-TZVPD basis
Au 1.354 -0.984 0.135
C -2.062 5.317 2.282
C -1.648 3.994 1.701
C -2.387 3.361 0.704
C -1.976 2.171 0.143
C -0.805 1.483 0.542
N -0.437 0.314 -0.070
C -1.419 -0.500 -0.608
C -2.616 -0.792 0.063
C -3.574 -1.638 -0.454
C -3.375 -2.287 -1.671
C -4.374 -3.275 -2.208
C -2.186 -2.039 -2.337
C -1.239 -1.148 -1.840
N -0.074 -0.941 -2.651
C 0.006 -1.065 -3.994
C 1.321 -0.919 -4.354
C 1.996 -0.700 -3.143
N 1.148 -0.690 -2.133
C -0.063 2.147 1.540
C -0.477 3.360 2.081
N 1.156 1.628 2.069
C 1.475 1.499 3.375
C 2.792 1.124 3.439
C 3.196 1.039 2.094
N 2.208 1.347 1.268
H -3.131 5.486 2.141
H -1.538 6.156 1.815
H -1.863 5.367 3.354
H -3.304 3.819 0.344
H -2.577 1.731 -0.642
H -2.769 -0.328 1.029
H -4.478 -1.827 0.114
H -5.377 -3.056 -1.838
H -4.134 -4.298 -1.909
H -4.413 -3.254 -3.298
H -1.975 -2.572 -3.256
H -0.879 -1.215 -4.587
H 1.731 -0.957 -5.347
H 3.045 -0.547 -2.942
H 0.170 3.815 2.823
H 0.730 1.667 4.134
H 3.364 0.898 4.323
H 4.130 0.704 1.670
C 4.548 -2.943 1.316
S 4.113 -2.467 -0.329
O 5.071 -3.098 -1.214
O 2.720 -2.946 -0.515
O 4.138 -1.001 -0.325
H 4.613 -4.029 1.360
H 3.783 -2.582 2.003
H 5.518 -2.504 1.542
S 0.825 -1.825 2.264
```

Mulliken atomic charge list, values in e, 4 entries:
1 Au 0.74
2 C -1.50
3 C 0.47
4 C -1.20

# 4
Entry from the OMol25 dataset: a molecular structure, C21H21Br48F9N3 in a non-equilibrium geometry (the ωB97M-V functional and the def2-TZVPD basis).

Output
HOMO energy	-11.231	eV
Kohn-Sham gap	7.691	eV
total charge	+1
energy	-3413073.6144	eV

```
102
C21H21Br48F9N3 the ωB97M-V functional and the def2-TZVPD basis
N 1.642 -1.244 -1.863
C 1.387 -0.909 -3.108
N 1.787 -1.701 -4.071
N 0.766 0.268 -3.379
C -0.624 0.318 -2.968
F -0.935 1.589 -2.860
F -0.803 -0.230 -1.779
C -1.574 -0.297 -4.013
F -1.176 -1.490 -4.431
F -1.488 0.539 -5.070
C -3.059 -0.450 -3.569
F -3.793 -0.327 -4.667
F -3.451 0.460 -2.701
C -3.426 -1.832 -2.977
F -4.635 -1.680 -2.448
F -3.532 -2.769 -3.870
F -2.605 -2.169 -1.991
H 1.291 -0.563 -1.198
H 1.254 -2.155 -1.627
H 1.973 -1.311 -4.977
H 1.970 -2.684 -3.894
H 0.838 0.501 -4.361
C -2.767 -4.387 1.362
Br -1.921 -5.924 0.570
Br -1.480 -3.253 2.238
Br -3.826 -3.407 0.097
H -3.435 -4.752 2.129
C -3.947 4.395 -4.532
Br -5.827 4.359 -4.948
Br -3.617 4.984 -2.731
Br -3.133 2.685 -4.806
H -3.482 5.111 -5.191
C -7.125 7.077 -7.370
Br -8.973 6.719 -6.975
Br -6.718 6.747 -9.221
Br -6.614 8.851 -6.834
H -6.534 6.388 -6.788
C -5.950 -0.432 2.695
Br -4.451 0.491 3.470
Br -6.070 -0.122 0.799
Br -5.914 -2.315 3.115
H -6.848 -0.023 3.142
C -9.054 2.623 3.800
Br -7.571 3.517 4.639
Br -9.169 3.056 1.934
Br -9.000 0.721 4.132
H -9.955 2.992 4.266
C -1.194 5.531 0.823
Br -1.159 7.172 -0.174
Br -2.991 5.005 1.256
Br -0.248 4.121 -0.089
H -0.678 5.707 1.754
C 2.699 -3.013 3.368
Br 4.189 -2.073 4.128
Br 2.594 -2.701 1.466
Br 2.721 -4.886 3.780
H 1.803 -2.602 3.807
C -1.440 -6.441 4.387
Br -3.348 -6.691 4.252
Br -0.950 -5.593 6.039
Br -0.490 -8.090 4.118
H -1.149 -5.774 3.589
C 5.314 -6.530 0.429
Br 5.849 -5.021 1.490
Br 4.271 -7.785 1.442
Br 4.395 -5.975 -1.178
H 6.213 -7.038 0.118
C -0.569 -5.884 -4.145
Br 0.566 -4.865 -2.955
Br -2.356 -5.998 -3.472
Br -0.512 -5.194 -5.940
H -0.166 -6.885 -4.171
C 7.621 -1.143 6.312
Br 8.207 -2.429 5.008
Br 6.876 0.423 5.470
Br 6.397 -1.917 7.576
H 8.494 -0.827 6.863
C 2.275 1.435 3.132
Br 0.482 1.007 3.679
Br 2.558 0.996 1.276
Br 2.730 3.261 3.500
H 2.945 0.810 3.706
C 10.404 1.998 6.081
Br 11.204 0.401 5.369
Br 11.701 3.132 6.936
Br 9.403 2.947 4.749
H 9.703 1.688 6.841
C -6.602 6.519 -0.101
Br -7.325 5.411 -1.497
Br -7.143 8.350 -0.314
Br -7.009 5.827 1.648
H -5.526 6.492 -0.192
C 3.328 -5.350 -6.881
Br 2.761 -4.795 -8.625
Br 5.125 -6.009 -6.872
Br 3.098 -3.927 -5.588
H 2.682 -6.157 -6.571
C 10.868 6.945 5.490
Br 9.281 6.712 6.549
Br 10.452 7.109 3.619
Br 11.929 8.420 6.116
H 11.461 6.051 5.607
```

Mulliken atomic charge list, values in e, 4 entries:
1 N -0.17
2 C 0.12
3 N -0.09
4 N -0.19

# 5
Entry from the OMol25 dataset: a single C21H21BrN4O2 molecule in a non-equilibrium geometry (the ωB97M-V functional and the def2-TZVPD basis).

Output
HOMO energy	-8.378	eV
Kohn-Sham gap	8.209	eV
relative energy (zero: lowest compared OMol25 entry of this formula, charge and spin)	25.8	kcal per mole
total charge	0
energy	-102215.7031	eV
SMILES	CC(C)(C)OC[C@@H]1NC(c2ccc(Br)cc2)=Nc2nc3ccccn3c2C1=O

```
49
C21H21BrN4O2 the ωB97M-V functional and the def2-TZVPD basis
O 1.726 -0.711 -3.025
Br -1.095 1.079 6.889
N 0.241 3.429 -1.615
N 0.045 1.795 0.129
O -0.078 -2.257 0.567
C 1.408 -0.057 -2.052
C 0.612 3.380 -2.893
C 0.643 0.940 0.933
C 0.443 2.121 -1.165
C 0.635 4.477 -3.829
C 1.134 4.281 -5.091
C 1.680 3.009 -5.430
C 1.625 1.934 -4.547
C 1.041 1.346 -2.160
C -0.714 2.216 4.294
C 0.174 0.027 4.629
C -0.309 2.145 2.936
C 0.538 -0.063 3.266
C -0.459 1.131 5.124
C 0.297 1.001 2.383
N 1.108 2.156 -3.272
N 1.579 -0.018 0.507
C -1.348 -4.227 -0.244
C -2.530 -2.296 0.786
C -1.001 -3.664 2.207
C -1.235 -3.069 0.815
C 0.017 -1.548 -0.681
C 1.330 -0.813 -0.732
H 0.285 5.450 -3.558
H 1.067 5.074 -5.810
H 2.111 2.863 -6.399
H 1.999 0.897 -4.795
H -1.247 3.107 4.618
H 0.265 -0.857 5.265
H -0.490 3.016 2.315
H 0.921 -0.984 2.854
H 2.062 -0.499 1.267
H -0.441 -4.831 -0.266
H -1.588 -3.867 -1.241
H -2.195 -4.864 0.044
H -3.389 -2.967 1.040
H -2.505 -1.471 1.477
H -2.738 -1.890 -0.193
H -0.879 -2.822 2.879
H -0.106 -4.276 2.258
H -1.852 -4.239 2.539
H -0.803 -0.823 -0.716
H -0.077 -2.182 -1.542
H 2.091 -1.580 -0.762
```

Mulliken atomic charge list, values in e, 4 entries:
1 O -0.70
2 Br -0.19
3 N -0.83
4 N -0.52

# 6
Entry from the OMol25 dataset: a single C21H21ClN6O3S molecule (the ωB97M-V functional and the def2-TZVPD basis).

Output
HOMO energy	-8.166	eV
Kohn-Sham gap	8.677	eV
relative energy (zero: lowest compared OMol25 entry of this formula, charge and spin)	0.0	kcal per mole
total charge	0
energy	-60560.7402	eV
SMILES	O=C(CSc1nc(Nc2ccccc2)nc(N2CCOCC2)n1)Nc1cc(Cl)ccc1O

```
53
C21H21ClN6O3S the ωB97M-V functional and the def2-TZVPD basis
O -3.022 -2.660 0.551
C -2.024 -3.110 0.004
N -1.601 -2.722 -1.240
C -1.530 -1.378 -1.693
C -0.315 -0.977 -2.240
C -0.124 0.329 -2.646
C -1.149 1.254 -2.550
C -2.360 0.853 -2.029
C -2.577 -0.450 -1.578
O -3.786 -0.731 -1.065
H -3.733 -1.544 -0.506
H -3.176 1.550 -1.934
H -0.998 2.274 -2.866
Cl 1.424 0.802 -3.248
H 0.495 -1.688 -2.325
H -0.817 -3.266 -1.588
C -1.347 -4.367 0.526
H -1.602 -4.490 1.578
H -1.672 -5.243 -0.037
S 0.472 -4.295 0.344
C 0.653 -2.573 0.638
N -0.447 -1.972 1.042
C -0.401 -0.624 1.052
N 0.687 0.067 0.756
C 1.767 -0.652 0.424
N 2.882 -0.004 0.096
C 3.007 1.433 0.145
H 3.204 1.805 -0.866
C 4.182 1.793 1.063
H 3.938 1.500 2.096
O 5.369 1.158 0.650
C 5.226 -0.244 0.650
H 5.013 -0.600 1.670
C 4.097 -0.684 -0.288
H 4.347 -0.400 -1.317
H 3.931 -1.759 -0.228
H 6.182 -0.649 0.317
H 4.381 2.866 1.029
H 2.078 1.857 0.521
N 1.792 -2.000 0.344
N -1.573 -0.052 1.380
C -2.008 1.263 1.240
C -1.173 2.302 0.844
C -1.684 3.579 0.704
C -3.020 3.837 0.958
C -3.852 2.803 1.353
C -3.354 1.523 1.494
H -4.006 0.714 1.788
H -4.897 2.993 1.548
H -3.411 4.837 0.847
H -1.029 4.379 0.392
H -0.139 2.092 0.635
H -2.303 -0.733 1.566
```

Mulliken atomic charge list, values in e, 4 entries:
1 O -0.76
2 C 0.52
3 N -0.24
4 C 0.45

# 7
Entry from the OMol25 dataset: 7 unconnected molecules or ions with the total composition C21H21F7O21 in a non-equilibrium geometry (the ωB97M-V functional and the def2-TZVPD basis).

Output
HOMO energy	-11.033	eV
Kohn-Sham gap	10.773	eV
relative energy (zero: lowest compared OMol25 entry of this formula, charge and spin)	33.0	kcal per mole
total charge	0
energy	-84137.7537	eV
SMILES	O=C1OC[C@@H](F)O1.O=C1OC[C@@H](F)O1.O=C1OC[C@@H](F)O1.O=C1OC[C@@H](F)O1.O=C1OC[C@@H](F)O1.O=C1OC[C@@H](F)O1.O=C1OC[C@@H](F)O1

```
70
C21H21F7O21 the ωB97M-V functional and the def2-TZVPD basis
C 0.113 -4.341 -0.951
C 0.104 -2.863 -0.602
O -0.303 -2.812 0.713
C -0.634 -4.074 1.168
O -0.995 -4.311 2.270
O -0.564 -4.936 0.154
F -0.840 -2.267 -1.453
H 1.101 -4.775 -1.092
H -0.429 -4.480 -1.884
H 1.039 -2.353 -0.836
C 4.254 2.225 -6.060
C 4.996 0.943 -5.738
O 4.644 0.693 -4.427
C 4.218 1.856 -3.841
O 3.980 1.929 -2.690
O 4.085 2.800 -4.787
F 6.353 1.127 -5.796
H 3.310 2.068 -6.588
H 4.832 2.805 -6.781
H 4.717 0.199 -6.484
C -4.025 4.658 1.565
C -4.102 3.128 1.766
O -5.415 2.902 1.366
C -5.757 3.772 0.384
O -6.700 3.732 -0.329
O -4.878 4.787 0.425
F -4.017 2.754 3.081
H -3.028 4.995 1.293
H -4.352 5.123 2.496
H -3.276 2.662 1.218
C 3.516 -3.565 2.796
C 4.811 -2.814 2.660
O 4.693 -2.290 1.362
C 3.377 -2.141 1.075
O 2.980 -1.589 0.102
O 2.636 -2.974 1.835
F 5.876 -3.663 2.814
H 3.188 -3.463 3.833
H 3.596 -4.645 2.679
H 5.019 -2.027 3.391
C -0.498 -1.630 4.121
C 0.953 -1.892 4.552
O 0.988 -1.481 5.903
C -0.286 -1.102 6.310
O -0.575 -0.544 7.317
O -1.124 -1.508 5.383
F 1.825 -1.131 3.827
H -0.948 -2.508 3.662
H -0.672 -0.756 3.494
H 1.199 -2.954 4.504
C -3.690 1.541 -3.496
C -3.676 0.706 -2.214
O -4.986 0.186 -2.238
C -5.788 0.987 -2.974
O -6.967 0.917 -2.959
O -5.037 1.880 -3.668
F -3.573 1.561 -1.147
H -3.316 0.931 -4.319
H -2.995 2.341 -3.234
H -2.938 -0.083 -2.120
C 1.295 1.330 -0.369
C -0.037 0.719 0.088
O -0.890 1.782 0.190
C -0.238 2.961 -0.013
O -0.713 4.043 0.066
O 0.988 2.733 -0.467
F 0.159 0.101 1.302
H 1.681 0.946 -1.311
H 2.112 1.174 0.334
H -0.377 -0.027 -0.631
```

Mulliken atomic charge list, values in e, 4 entries:
1 C -0.52
2 C 0.66
3 O 0.01
4 C 0.52